Molecular formula: C16H16ClNO5S2
Method: DFT, the ωB97M-V functional and the def2-TZVPD basis

Bonds (Å) are listed after each position.
Element x y z (Å)
1 C 5.3365 3.7452 -0.4967  C2 1.522, H26 1.086, H27 1.087, H28 1.087
2 C 4.1322 3.1667 -1.2257  C1 1.522, O3 1.431, H29 1.095, H30 1.091
3 O 3.7125 1.9329 -0.6357  C2 1.431, C4 1.313
4 C 2.9258 2.0044 0.4133  O3 1.313, O5 1.208, C6 1.534
5 O 2.5378 3.0170 0.9457  C4 1.208
6 C 2.4961 0.6139 0.8981  C4 1.534, O7 1.210, N8 1.352
7 O 2.9751 -0.4241 0.5015  C6 1.210
8 N 1.5309 0.7113 1.8402  C6 1.352, C9 1.443, H31 1.012
9 C 0.7363 -0.4387 2.1975  N8 1.443, C10 1.532, H32 1.095, H33 1.089
10 C 0.0378 -1.0111 0.9601  C9 1.532, C11 1.470, S16 1.864, H34 1.089
11 C -1.1018 -1.9005 1.2294  C10 1.470, C12 1.364, S15 1.735
12 C -2.1823 -1.6620 2.0273  C11 1.364, C13 1.411, H35 1.075
13 C -3.1487 -2.6889 1.9684  C12 1.411, C14 1.357, H36 1.075
14 C -2.7970 -3.6903 1.1231  C13 1.357, S15 1.718, H37 1.071
15 S -1.2744 -3.4042 0.3809  C11 1.735, C14 1.718
16 S -0.6368 0.4587 0.0322  C10 1.864, O17 1.439, O18 1.438, C19 1.799
17 O 0.3966 1.0433 -0.7800  S16 1.439
18 O -1.3026 1.3087 0.9826  S16 1.438
19 C -1.8642 -0.2948 -1.0466  S16 1.799, C20 1.382, C25 1.382
20 C -3.2046 -0.2405 -0.7147  C19 1.382, C21 1.383, H38 1.078
21 C -4.1268 -0.9140 -1.4955  C20 1.383, C22 1.389, H39 1.078
22 C -3.6839 -1.6327 -2.5982  C21 1.389, Cl23 1.721, C24 1.389
23 Cl -4.8248 -2.4919 -3.5591  C22 1.721
24 C -2.3383 -1.6717 -2.9406  C22 1.389, C25 1.383, H40 1.078
25 C -1.4229 -0.9974 -2.1523  C19 1.382, C24 1.383, H41 1.078
26 H 5.6753 4.6419 -1.0078  C1 1.086
27 H 5.0655 4.0026 0.5241  C1 1.087
28 H 6.1457 3.0193 -0.4758  C1 1.087
29 H 3.2948 3.8713 -1.1995  C2 1.095
30 H 4.3786 2.9149 -2.2588  C2 1.091
31 H 1.1291 1.6323 1.9633  N8 1.012
32 H 1.3940 -1.2027 2.6260  C9 1.095
33 H -0.0014 -0.1311 2.9376  C9 1.089
34 H 0.7693 -1.4599 0.2894  C10 1.089
35 H -2.2909 -0.7734 2.6217  C12 1.075
36 H -4.0635 -2.6793 2.5325  C13 1.075
37 H -3.3342 -4.5880 0.8920  C14 1.071
38 H -3.5061 0.3317 0.1478  C20 1.078
39 H -5.1772 -0.8893 -1.2529  C21 1.078
40 H -2.0165 -2.2280 -3.8064  C24 1.078
41 H -0.3706 -1.0015 -2.3885  C25 1.078

Results
Calculated total energy in eV: -62772.36714
Structure (SMILES): CCOC(=O)C(=O)NC[C@@H](c1cccs1)S(=O)(=O)c1ccc(Cl)cc1
Frontier orbital gap in eV: 9.3323
Lowest unoccupied orbital energy in eV: 0.251
Energy relative to the best compared isomer or geometry (same formula, charge and spin) in kcal/mol: 0.0
HOMO energy in eV: -9.08
Molar mass in g mol⁻¹: 401.9

---

Molecular formula: C16H16F3N3O4
Method: DFT, the ωB97M-V functional and the def2-TZVPD basis

Bonds (Å) are listed after each position.
Element x y z (Å)
1 O 5.2118 0.9462 0.0637  C2 1.266
2 C 4.1190 1.3082 0.5914  O1 1.266, C3 1.510, C23 1.574
3 C 2.9175 1.0936 -0.2974  C2 1.510, C4 1.495, H27 1.076, H28 1.088
4 C 2.6474 2.3436 -1.0724  C3 1.495, C5 1.537, H29 1.084, H30 1.074
5 C 1.7498 2.2419 -2.3156  C4 1.537, C6 1.573, H31 1.127, H32 1.070
6 C 0.2841 1.9002 -1.8588  C5 1.573, C7 1.563, H33 1.058, H34 1.088
7 C -0.5819 1.3714 -3.0476  C6 1.563, C8 1.507, H35 1.125, H36 1.080
8 C -0.4033 -0.1019 -3.3070  C7 1.507, C9 1.511, H37 1.070, H38 1.068
9 C -0.7805 -1.0236 -2.1708  C8 1.511, N10 1.306, O22 1.350
10 N -1.6109 -0.8650 -1.1750  C9 1.306, C11 1.351
11 C -1.3734 -1.9711 -0.4370  N10 1.351, C12 1.409, N21 1.323
12 C -2.1083 -2.2006 0.7426  C11 1.409, C13 1.487, C20 1.394
13 C -3.2653 -1.3133 1.0326  C12 1.487, C14 1.404, H39 1.130
14 C -3.8505 -1.3734 2.3071  C13 1.404, C15 1.406, H40 1.127
15 C -3.5086 -2.4101 3.1928  C14 1.406, N16 1.464, C19 1.459
16 N -3.8842 -2.2371 4.5977  C15 1.464, O17 1.253, O18 1.275
17 O -3.6687 -3.0832 5.4966  N16 1.253
18 O -4.4203 -1.1220 4.9066  N16 1.275
19 C -2.4407 -3.3529 2.8757  C15 1.459, C20 1.391, H41 1.040
20 C -1.7467 -3.1618 1.6853  C12 1.394, C19 1.391, H42 1.112
21 N -0.4574 -2.8242 -0.8665  C11 1.323, O22 1.405
22 O -0.2822 -2.2780 -2.1487  C9 1.350, N21 1.405
23 C 3.9079 2.0661 1.9545  C2 1.574, F24 1.374, F25 1.309, F26 1.331
24 F 3.5645 3.3901 1.8254  C23 1.374
25 F 2.9649 1.4997 2.6634  C23 1.309
26 F 4.9820 1.9549 2.7333  C23 1.331
27 H 2.1155 0.7195 0.3149  C3 1.076
28 H 3.1058 0.2633 -0.9748  C3 1.088
29 H 3.5646 2.6558 -1.5579  C4 1.084
30 H 2.4815 3.1915 -0.4352  C4 1.074
31 H 1.7628 3.2811 -2.7527  C5 1.127
32 H 2.1320 1.5662 -3.0520  C5 1.070
33 H -0.2327 2.7901 -1.6133  C6 1.058
34 H 0.3058 1.1775 -1.0460  C6 1.088
35 H -0.1916 1.6892 -4.0542  C7 1.125
36 H -1.6392 1.5870 -2.9959  C7 1.080
37 H 0.6201 -0.2958 -3.5504  C8 1.070
38 H -0.9617 -0.4990 -4.1263  C8 1.068
39 H -3.4795 -0.4248 0.3673  C13 1.130
40 H -4.5428 -0.4966 2.4562  C14 1.127
41 H -2.0403 -4.0641 3.5209  C19 1.040
42 H -0.9665 -3.9384 1.5277  C20 1.112

Results
Calculated total energy in eV: -37658.54523
Structure (SMILES): O=C(CCCCCCc1nc(-c2ccc([N+](=O)[O-])cc2)no1)C(F)(F)F
Frontier orbital gap in eV: 8.3303
Lowest unoccupied orbital energy in eV: -1.283
Energy relative to the best compared isomer or geometry (same formula, charge and spin) in kcal/mol: 75.9
HOMO energy in eV: -9.61
Molar mass in g mol⁻¹: 371.3